70
Properties=species:S:1:pos:R:3:forces:R:3 method="wB97M-V/def2-TZVPD" e_homo_ev="-19.807 / -19.806" e_above_lowest_kcal_mol=0.0 fmax_ev_per_a=0.957 homo_lumo_gap_ha="0.2151 / 0.1993" s2=0.764 spin_multiplicity=2 e_tot_ha=-3828.53383 total_charge=+4
Re -0.049 -0.995 -0.537 -0.1 0.4 -0.8
C 1.903 -2.317 -2.873 0.1 -0.1 0.0
C 2.502 -2.294 -1.506 0.1 0.0 -0.4
C 3.843 -2.622 -1.314 0.0 0.0 0.0
C 4.363 -2.707 -0.040 -0.1 0.0 0.0
C 3.522 -2.500 1.067 0.0 0.0 -0.1
C 2.219 -2.165 0.842 0.2 0.0 0.0
N 1.730 -1.981 -0.442 -0.4 -0.1 0.6
C 1.166 -2.092 1.862 -0.1 0.0 0.1
C 1.246 -2.443 3.194 0.1 0.0 -0.1
C 0.065 -2.502 3.932 0.0 0.0 0.1
C -1.165 -2.254 3.335 0.0 0.0 -0.1
C -1.184 -1.883 2.003 0.1 0.1 0.1
N -0.029 -1.760 1.320 0.1 -0.1 0.3
C -2.344 -1.689 1.136 -0.2 0.1 0.0
C -3.648 -1.734 1.537 0.0 0.0 0.0
C -4.652 -1.716 0.558 0.0 0.0 0.0
C -4.296 -1.738 -0.771 0.0 -0.1 0.0
C -2.952 -1.714 -1.142 0.0 0.0 -0.2
C -2.555 -1.900 -2.568 -0.1 0.1 0.0
N -1.997 -1.579 -0.196 0.2 0.0 0.3
H 2.058 -3.311 -3.299 0.0 0.0 0.0
H 2.408 -1.608 -3.534 0.0 0.0 0.0
H 0.825 -2.132 -2.880 0.1 0.0 0.0
H 4.453 -2.842 -2.180 0.0 0.0 0.0
H 5.402 -2.977 0.110 0.0 0.0 0.0
H 3.895 -2.631 2.074 0.0 0.0 0.0
H 2.188 -2.711 3.652 0.0 0.0 0.0
H 0.105 -2.789 4.975 0.0 0.0 0.0
H -2.081 -2.375 3.897 0.0 0.0 0.0
H -3.903 -1.812 2.585 0.0 0.0 0.0
H -5.695 -1.745 0.849 0.0 0.0 0.0
H -5.047 -1.811 -1.548 0.0 0.0 0.0
H -3.008 -2.824 -2.934 0.0 0.0 0.0
H -1.475 -1.989 -2.696 0.0 0.0 0.0
H -2.926 -1.090 -3.195 0.0 0.0 0.0
C 4.331 3.502 -0.215 0.0 0.0 0.0
C 3.162 4.256 -0.200 0.1 -0.1 0.0
C 1.933 3.626 -0.093 -0.1 0.0 0.0
C 1.899 2.234 -0.007 -0.1 0.0 -0.1
C 3.061 1.468 -0.022 0.0 -0.1 0.0
C 4.282 2.115 -0.127 0.0 0.0 0.0
As 0.162 1.457 0.127 -0.1 -0.5 0.3
C -0.713 1.373 -1.601 0.4 0.0 0.1
C -1.864 2.007 -2.057 -0.3 -0.1 0.1
C -2.213 1.874 -3.397 0.1 0.0 0.0
C -1.447 1.097 -4.271 -0.1 0.1 0.0
C -0.321 0.428 -3.818 0.0 0.0 0.1
C 0.043 0.557 -2.473 0.0 0.1 -0.2
C -0.919 2.065 1.567 0.0 0.1 -0.2
C -1.599 3.273 1.399 -0.1 0.0 -0.1
C -2.318 3.793 2.464 0.0 -0.1 0.1
C -2.346 3.115 3.677 0.0 0.0 0.0
C -1.649 1.921 3.838 0.0 0.0 0.0
C -0.926 1.388 2.784 0.2 0.0 0.1
H 5.288 4.001 -0.290 0.0 0.0 0.0
H 3.207 5.335 -0.266 0.0 0.0 0.0
H 1.028 4.225 -0.076 0.0 0.0 0.0
H 3.027 0.387 0.067 0.0 0.0 0.0
H 5.200 1.543 -0.132 0.0 0.0 0.0
H -2.466 2.620 -1.397 0.0 0.0 0.0
H -3.078 2.403 -3.777 0.0 0.0 0.0
H -1.730 1.032 -5.314 0.0 0.0 0.0
H 0.287 -0.142 -4.509 0.0 0.0 0.0
H 1.079 0.276 -2.210 0.1 0.0 0.1
H -1.570 3.821 0.462 0.0 0.0 0.0
H -2.844 4.731 2.351 0.0 0.0 0.0
H -2.898 3.531 4.510 0.0 0.0 0.0
H -1.651 1.422 4.798 0.0 0.0 0.0
H -0.327 0.497 2.935 0.0 0.0 0.0